Model 1:
Formula: C5H10N2S
Source: the OMol25 dataset
Level of theory: the ωB97M-V functional and the def2-TZVPD basis

Results
E_HOMO in eV: -8.55
Molecular weight in g mol⁻¹: 130.22
Lowest unoccupied orbital energy in eV: 0.85
Gap between HOMO and LUMO in eV: 9.4

```
! RIJCOSX wB97M-V def2-TZVPD def2/J DEFGRID3
* xyz 0 1
C -0.98 -0.13 0.38
C -1.35 -2.50 0.30
C -1.63 1.07 -0.36
C 3.18 0.77 0.04
C 1.10 -1.10 0.35
N -1.51 -1.34 -0.28
N 0.44 -0.01 0.37
S 2.81 -1.08 0.19
H -1.50 -0.06 1.37
H -1.59 -3.18 -0.48
H -1.00 1.18 -1.37
H -2.64 0.89 -0.58
H -1.53 2.04 0.25
H 4.19 0.85 0.41
H 2.28 1.13 0.64
H 3.33 1.01 -1.02
H 0.83 -2.11 0.50
H -1.74 -1.06 -1.20
*
```

---

Model 2:
Formula: C5H10N2S
Source: the OMol25 dataset
Level of theory: the ωB97M-V functional and the def2-TZVPD basis

Results
E_HOMO in eV: -8.55
Molecular weight in g mol⁻¹: 130.22
Lowest unoccupied orbital energy in eV: -0.02
Structure (SMILES): CN/N=C\CC(C)=S
Gap between HOMO and LUMO in eV: 8.5

```
! RIJCOSX wB97M-V def2-TZVPD def2/J DEFGRID3
* xyz 0 1
C 0.46 -1.54 -1.40
N -0.62 -0.63 -1.40
N -1.61 -0.71 -0.36
C -1.14 -0.56 0.80
C 0.22 -0.19 1.34
C 0.85 1.03 0.69
C -0.09 2.16 0.41
S 2.43 1.12 0.31
H 0.20 -2.52 -0.99
H 0.79 -1.71 -2.44
H 1.37 -1.23 -0.82
H -1.14 -0.71 -2.27
H -1.92 -0.78 1.49
H 0.12 0.08 2.42
H 0.95 -1.02 1.29
H -0.59 1.80 -0.52
H 0.52 3.09 0.16
H -0.80 2.32 1.27
*
```

---

Name the most stable of them. model 2.

---

Model 1:
Formula: C5H10N2S
Source: the OMol25 dataset
Level of theory: the ωB97M-V functional and the def2-TZVPD basis

Results
E_HOMO in eV: -8.09
Molecular weight in g mol⁻¹: 130.22
Lowest unoccupied orbital energy in eV: -0.03
Gap between HOMO and LUMO in eV: 8.1

```
! RIJCOSX wB97M-V def2-TZVPD def2/J DEFGRID3
* xyz 0 1
C 1.80 1.35 1.96
C 1.16 0.66 0.70
C -0.14 0.57 0.61
C -1.23 0.84 1.65
C -0.35 -0.30 -0.67
H 1.16 1.01 3.08
H 1.86 2.55 2.00
H 2.83 0.84 2.16
H 1.87 0.22 0.15
H -1.95 -0.17 1.41
H -1.04 1.25 2.67
H -1.92 1.44 1.09
H -0.15 -2.07 -1.74
H 0.80 -1.03 1.23
H 2.47 -2.11 -0.49
N 0.49 -1.29 -1.02
N 1.00 -2.01 0.00
S -1.49 0.15 -1.87
*
```

---

Model 2:
Formula: C5H10N2S
Source: the OMol25 dataset
Level of theory: the ωB97M-V functional and the def2-TZVPD basis

Results
E_HOMO in eV: -8.37
Molecular weight in g mol⁻¹: 130.22
Lowest unoccupied orbital energy in eV: 0.78
Structure (SMILES): CC/C=C/N.N=C=S
Gap between HOMO and LUMO in eV: 9.2

```
! RIJCOSX wB97M-V def2-TZVPD def2/J DEFGRID3
* xyz 0 1
C 2.58 -0.98 0.02
C 1.64 -0.40 -0.99
C 0.45 0.18 -0.34
C 0.39 1.38 0.29
N -0.79 1.93 0.96
H 2.05 -1.76 0.53
H 3.47 -1.49 -0.46
H 2.78 -0.32 0.92
H 2.02 0.40 -1.61
H 1.25 -1.10 -1.76
H -0.45 -0.46 -0.36
H 1.09 2.17 -0.03
H -1.31 2.58 0.44
H -1.38 1.15 1.14
N -2.97 -1.24 0.76
C -3.66 -0.69 -0.06
S -4.42 0.18 -1.08
H -2.75 -1.55 1.63
*
```

---

Model 3:
Formula: C5H10N2S
Source: the OMol25 dataset
Level of theory: the ωB97M-V functional and the def2-TZVPD basis

Results
E_HOMO in eV: -8.36
Molecular weight in g mol⁻¹: 130.22
Lowest unoccupied orbital energy in eV: 0.62
Structure (SMILES): CNCC(=S)N1CC1
Gap between HOMO and LUMO in eV: 9.0

```
! RIJCOSX wB97M-V def2-TZVPD def2/J DEFGRID3
* xyz 0 1
C -2.01 -0.52 -0.87
N -1.43 -0.47 0.46
C -0.27 -1.33 0.62
C 1.02 -0.79 0.02
S 2.34 -1.74 -0.19
N 0.98 0.52 -0.36
C 2.02 1.50 -0.24
C 0.69 1.69 0.42
H -2.27 -1.55 -1.18
H -1.29 -0.12 -1.60
H -2.92 0.10 -0.90
H -2.11 -0.72 1.15
H -0.08 -1.47 1.70
H -0.41 -2.31 0.20
H 2.88 1.25 0.38
H 2.26 2.05 -1.14
H -0.05 2.38 0.01
H 0.64 1.55 1.50
*
```

---

Name the most stable of them. model 3.

---

Model 1:
Formula: C5H10N2S
Source: the OMol25 dataset
Level of theory: the ωB97M-V functional and the def2-TZVPD basis

Results
E_HOMO in eV: -8.47
Molecular weight in g mol⁻¹: 130.22
Lowest unoccupied orbital energy in eV: 0.66
Structure (SMILES): [H]/N=C(N)/C=C(/C)SC
Gap between HOMO and LUMO in eV: 9.1

```
! RIJCOSX wB97M-V def2-TZVPD def2/J DEFGRID3
* xyz 0 1
H -1.35 -2.52 2.96
N -1.32 -2.42 1.96
C -0.78 -1.31 1.63
N -0.36 -0.33 2.50
C -0.69 -1.06 0.16
C -0.29 -0.01 -0.58
C -0.30 -0.09 -2.08
S 0.16 1.57 0.11
C 1.51 2.10 -0.97
H 0.31 0.34 2.17
H -0.22 -0.62 3.44
H -1.06 -1.94 -0.39
H -0.92 0.73 -2.50
H 0.70 -0.02 -2.48
H -0.71 -1.06 -2.39
H 1.87 3.02 -0.56
H 2.30 1.38 -1.00
H 1.15 2.25 -1.99
*
```

---

Model 2:
Formula: C5H10N2S
Source: the OMol25 dataset
Level of theory: the ωB97M-V functional and the def2-TZVPD basis

Results
E_HOMO in eV: -9.15
Molecular weight in g mol⁻¹: 130.22
Lowest unoccupied orbital energy in eV: 0.74
Structure (SMILES): [H]/N=C(/CS)N1C[C@@H]1C
Gap between HOMO and LUMO in eV: 9.9

```
! RIJCOSX wB97M-V def2-TZVPD def2/J DEFGRID3
* xyz 0 1
H -0.49 -2.75 0.58
N -0.26 -2.20 1.47
C 0.12 -1.03 1.17
C 0.45 0.03 2.21
S -0.70 1.46 2.35
N 0.32 -0.72 -0.26
C -0.56 -1.03 -1.37
C -0.31 0.38 -0.94
C 0.45 1.34 -1.84
H 0.29 -0.56 3.15
H 1.44 0.41 2.09
H -0.12 2.02 1.31
H -1.44 -1.54 -1.06
H -0.05 -1.40 -2.26
H -1.11 0.82 -0.40
H -0.18 2.09 -2.35
H 1.02 0.83 -2.64
H 1.14 1.86 -1.21
*
```

---

Model 3:
Formula: C5H10N2S
Source: the OMol25 dataset
Level of theory: the ωB97M-V functional and the def2-TZVPD basis

Results
E_HOMO in eV: -8.98
Molecular weight in g mol⁻¹: 130.22
Lowest unoccupied orbital energy in eV: 0.81
Structure (SMILES): [H]/N=C(/N)[C@H]1C[C@H]1CS
Gap between HOMO and LUMO in eV: 9.8

```
! RIJCOSX wB97M-V def2-TZVPD def2/J DEFGRID3
* xyz 0 1
H 0.11 -1.09 1.99
N 0.59 -1.58 1.21
C 1.00 -0.87 0.27
N 1.65 -1.54 -0.82
C 0.97 0.68 0.29
C 0.40 1.25 -0.85
C -0.37 1.28 0.37
C -1.64 0.45 0.31
S -1.93 -1.14 -0.51
H 1.17 -2.48 -0.95
H 1.64 -0.82 -1.59
H 1.85 1.31 0.50
H 1.13 2.15 -1.21
H -0.02 0.72 -1.74
H -0.60 2.21 0.87
H -1.92 0.21 1.33
H -2.34 1.26 -0.03
H -1.69 -2.02 0.54
*
```

---

Model 4:
Formula: C5H10N2S
Source: the OMol25 dataset
Level of theory: the ωB97M-V functional and the def2-TZVPD basis

Results
E_HOMO in eV: -9.12
Molecular weight in g mol⁻¹: 130.22
Lowest unoccupied orbital energy in eV: 0.77
Structure (SMILES): [H]/N=C\N[C@H](C)[C@H]1CS1
Gap between HOMO and LUMO in eV: 9.9

```
! RIJCOSX wB97M-V def2-TZVPD def2/J DEFGRID3
* xyz 0 1
H 1.56 -0.75 1.96
N 2.27 -0.10 1.57
C 2.11 0.12 0.33
N 1.09 -0.15 -0.53
C -0.29 -0.61 -0.11
C -0.81 -1.58 -1.15
C -1.27 0.54 0.17
C -0.80 1.82 0.78
S -1.40 1.96 -0.91
H 2.80 0.72 -0.25
H 1.06 0.36 -1.40
H -0.10 -1.11 0.85
H -0.88 -1.13 -2.15
H -1.81 -1.96 -0.87
H -0.10 -2.47 -1.25
H -2.27 0.14 0.53
H -1.46 2.24 1.54
H 0.30 1.95 0.90
*
```

---

Name the most stable of them. model 1.

---

Model 1:
Formula: C5H10N2S
Source: the OMol25 dataset
Level of theory: the ωB97M-V functional and the def2-TZVPD basis

Results
E_HOMO in eV: -8.32
Molecular weight in g mol⁻¹: 130.22
Lowest unoccupied orbital energy in eV: 0.50
Structure (SMILES): CNN(C=S)C1CC1
Gap between HOMO and LUMO in eV: 8.8

```
! RIJCOSX wB97M-V def2-TZVPD def2/J DEFGRID3
* xyz 0 1
C 2.09 -1.46 0.61
N 1.04 -1.33 -0.59
N 0.03 -0.52 -0.10
C -1.25 -1.01 -0.08
S -2.54 0.07 0.10
C 0.25 0.82 -0.30
C 1.60 1.49 -0.51
C 0.85 1.87 0.76
H 1.99 -0.29 1.06
H 1.69 -2.49 1.26
H 3.20 -1.78 0.31
H 1.46 -0.74 -1.31
H -1.23 -2.06 -0.14
H -0.32 1.40 -1.18
H 1.44 2.08 -1.47
H 2.62 1.13 -0.62
H 0.72 1.40 1.69
H 0.31 2.84 0.76
*
```

---

Model 2:
Formula: C5H10N2S
Source: the OMol25 dataset
Level of theory: the ωB97M-V functional and the def2-TZVPD basis

Results
E_HOMO in eV: -8.79
Molecular weight in g mol⁻¹: 130.22
Lowest unoccupied orbital energy in eV: 0.66
Structure (SMILES): C=C[C@]1(N)[C@H](N)[C@@H]1S
Gap between HOMO and LUMO in eV: 9.4

```
! RIJCOSX wB97M-V def2-TZVPD def2/J DEFGRID3
* xyz 0 1
C -0.53 -1.78 -0.96
C 0.60 -1.05 -0.72
C 0.36 0.35 -0.51
N -0.01 1.01 -1.80
C 0.77 1.11 0.62
N 1.52 0.32 1.57
C -0.65 0.80 0.50
S -1.52 0.09 1.95
H -1.58 -1.37 -1.03
H -0.43 -2.91 -1.28
H 1.61 -1.34 -0.65
H -0.50 1.93 -1.63
H -0.85 0.34 -2.08
H 1.22 2.29 0.75
H 1.22 -0.77 1.42
H 1.18 0.56 2.60
H -1.09 1.69 -0.06
H -1.34 -1.26 1.31
*
```

---

Name the most stable of them. model 2.

---

Model 1:
Formula: C5H10N2S
Source: the OMol25 dataset
Level of theory: the ωB97M-V functional and the def2-TZVPD basis

Results
E_HOMO in eV: -8.42
Molecular weight in g mol⁻¹: 130.22
Lowest unoccupied orbital energy in eV: 0.60
Gap between HOMO and LUMO in eV: 9.0

```
! RIJCOSX wB97M-V def2-TZVPD def2/J DEFGRID3
* xyz 0 1
C -1.94 0.44 -0.79
C 0.31 1.00 -0.90
C 1.21 1.86 -1.48
C 0.75 -0.13 -0.01
C 0.05 -0.92 0.85
H -2.93 1.18 -1.25
H -1.65 -0.61 -1.24
H -2.03 0.41 0.34
H 1.26 2.90 -0.53
H 2.35 1.33 -1.66
H 0.76 2.28 -2.59
H 1.95 -0.47 0.06
H -0.98 -0.79 1.13
H 1.61 -1.96 1.40
H -0.60 -3.45 2.97
N -0.89 1.32 -1.08
N 0.65 -1.97 1.59
S 0.14 -2.39 3.18
*
```

---

Model 2:
Formula: C5H10N2S
Source: the OMol25 dataset
Level of theory: the ωB97M-V functional and the def2-TZVPD basis

Results
E_HOMO in eV: -8.85
Molecular weight in g mol⁻¹: 130.22
Lowest unoccupied orbital energy in eV: 0.54
Structure (SMILES): [H]/N=C\N(C)C(=C)CS
Gap between HOMO and LUMO in eV: 9.4

```
! RIJCOSX wB97M-V def2-TZVPD def2/J DEFGRID3
* xyz 0 1
H -0.36 2.73 -0.50
N 0.61 3.05 -0.36
C 1.32 1.97 -0.13
N 0.92 0.66 0.00
C 1.99 -0.34 -0.26
C -0.50 0.29 -0.02
C -1.28 0.98 -0.80
C -0.75 -0.80 0.90
S -1.21 -2.50 0.34
H 2.50 2.06 0.28
H 2.05 -1.19 0.43
H 1.88 -0.59 -1.47
H 2.83 0.36 -0.27
H -0.79 1.84 -1.28
H -2.36 0.87 -0.74
H -1.68 -0.70 1.47
H 0.02 -0.88 1.60
H -0.11 -2.97 -0.55
*
```

---

Model 3:
Formula: C5H10N2S
Source: the OMol25 dataset
Level of theory: the ωB97M-V functional and the def2-TZVPD basis

Results
E_HOMO in eV: -8.17
Molecular weight in g mol⁻¹: 130.22
Lowest unoccupied orbital energy in eV: -0.45
Gap between HOMO and LUMO in eV: 7.7

```
! RIJCOSX wB97M-V def2-TZVPD def2/J DEFGRID3
* xyz 0 1
C 0.57 2.01 1.12
C 0.85 1.94 -0.37
C 0.21 0.67 -0.82
C 0.00 -0.22 0.19
C -0.96 -2.30 0.77
H 1.47 1.49 1.63
H -0.32 1.32 1.55
H 0.78 2.93 1.52
H 1.92 1.93 -0.72
H 0.26 2.66 -0.76
H -0.22 0.65 -1.90
H -0.03 -0.09 1.34
H -1.25 -1.22 -2.60
H -0.33 -3.25 -1.67
H -1.59 -3.07 0.24
N -0.42 -1.54 -0.25
N -0.24 -1.84 -1.70
S -0.71 -2.09 2.43
*
```

---

Name the most stable of them. model 2.

---

Model 1:
Formula: C5H10N2S
Source: the OMol25 dataset
Level of theory: the ωB97M-V functional and the def2-TZVPD basis

Results
E_HOMO in eV: -7.95
Molecular weight in g mol⁻¹: 130.22
Lowest unoccupied orbital energy in eV: 0.74
Structure (SMILES): C[C@H]1NC=NS[C@@H]1C
Gap between HOMO and LUMO in eV: 8.7

```
! RIJCOSX wB97M-V def2-TZVPD def2/J DEFGRID3
* xyz 0 1
C -1.49 -0.25 -1.35
C -0.59 0.23 -0.19
N -0.59 -0.66 0.99
C 0.15 -1.81 0.83
N 1.13 -2.09 0.04
S 1.91 -0.77 -0.84
C 0.88 0.65 -0.43
C 1.32 1.50 0.80
H -1.34 0.56 -2.05
H -1.16 -1.16 -1.77
H -2.54 -0.31 -1.07
H -1.08 1.17 0.04
H -1.46 -0.76 1.51
H -0.20 -2.66 1.44
H 0.95 1.21 -1.41
H 0.87 2.49 0.72
H 2.37 1.53 0.96
H 0.86 1.12 1.75
*
```

---

Model 2:
Formula: C5H10N2S
Source: the OMol25 dataset
Level of theory: the ωB97M-V functional and the def2-TZVPD basis

Results
E_HOMO in eV: -7.78
Molecular weight in g mol⁻¹: 130.22
Lowest unoccupied orbital energy in eV: 0.62
Structure (SMILES): C/C=C(C)\N=C\NS
Gap between HOMO and LUMO in eV: 8.4

```
! RIJCOSX wB97M-V def2-TZVPD def2/J DEFGRID3
* xyz 0 1
C 1.86 -1.85 -0.35
C 2.40 -0.49 -0.24
C 1.56 0.58 -0.03
C 2.10 1.93 0.13
N 0.21 0.45 0.02
C -0.41 -0.46 0.71
N -1.77 -0.70 0.57
S -2.79 0.39 -0.33
H 1.52 -2.35 0.79
H 2.79 -2.56 -0.90
H 0.89 -1.66 -1.05
H 3.58 -0.35 -0.53
H 1.89 2.27 1.14
H 1.56 2.70 -0.44
H 3.17 1.88 0.01
H -0.01 -1.02 1.52
H -2.14 -1.58 1.04
H -2.78 -0.11 -1.72
*
```

---

Name the most stable of them. model 1.